A molecular structure, C2H2INO3 in a non-equilibrium geometry. Source: OMol25; level of theory: ωB97M-V with the def2-TZVPD basis set.

The geometry in ORCA input format:
```
! wB97M-V def2-TZVPD RIJCOSX def2/J DEFGRID3
* xyz 0 1
I 3.686 0.491 -0.997
N 0.844 0.989 -0.400
O 1.493 0.216 0.720
O 2.090 -1.761 0.112
C -0.305 0.504 -0.661
H -0.911 -0.413 -0.179
H -0.793 1.023 -1.527
O 1.471 1.839 -0.897
C 2.188 -0.577 0.177
*
```

Kohn-Sham gap = 8.533 eV
Energy relative to the best compared isomer or geometry (same formula, charge and spin) = 6.367 eV
HOMO level = -8.85 eV
E_tot = -17833.51250 eV